Version i
Below is a single C7H8 molecule, with properties calculated with ωB97M-V with the def2-TZVPD basis set.

Output
Net charge: 0

Geometry (Å):
C (-0.56915, -0.06609, 0.25026)
C (1.66818, 0.86348, -0.34784)
C (-2.23416, 0.18888, -0.44616)
C (-0.28368, -1.51994, -0.10805)
C (0.22303, 0.95496, -0.58590)
C (2.85073, 0.78041, -0.14489)
C (-2.17157, 0.35966, 0.80371)
H (0.00768, 0.79491, -1.64669)
H (-2.39070, 0.54735, 1.83807)
H (-0.53258, -1.71700, -1.15369)
H (-0.88104, -2.19148, 0.51272)
H (3.90204, 0.70711, 0.03255)
H (-0.12426, 1.96395, -0.34519)
H (-0.24004, 0.08036, 1.28835)
H (0.77550, -1.74657, 0.05275)

Version ii
Below is a single C7H8 molecule, with properties calculated with ωB97M-V with the def2-TZVPD basis set.

Output
Net charge: 0
SMILES: C#CC(C)(C)C#C

Geometry (Å):
C (0.15290, 0.13563, -0.01954)
C (-0.26697, 1.43542, -0.73107)
C (-0.15001, -1.04614, -0.86384)
C (1.63705, 0.21950, 0.37994)
C (-0.73247, -0.14497, 1.13742)
C (-1.55053, -0.58643, 1.90294)
C (-0.62118, -2.04496, -1.34389)
H (-2.29268, -1.04855, 2.51523)
H (1.96636, -0.68528, 0.89681)
H (-1.32007, 1.39542, -1.01936)
H (-1.09897, -2.93608, -1.68520)
H (-0.11376, 2.29130, -0.06545)
H (0.33965, 1.58001, -1.63140)
H (1.79570, 1.07808, 1.04148)
H (2.25497, 0.35706, -0.51407)

Version iii
Below is a single C7H8 molecule, with properties calculated with ωB97M-V with the def2-TZVPD basis set.

Output
Net charge: 0
SMILES: C#CC[C@H](C)C#C

Geometry (Å):
C (-0.27010, -0.31695, 0.53995)
C (0.36904, 0.79905, -0.32567)
C (-2.78074, 0.54586, 0.85384)
C (-0.23484, -1.71531, -0.09194)
C (1.83264, 0.91204, -0.39425)
C (2.99191, 1.22488, -0.50392)
C (-1.66185, 0.11048, 0.75776)
H (-3.76983, 0.93747, 0.94081)
H (-0.77761, -2.42425, 0.54343)
H (4.01560, 1.50788, -0.62214)
H (0.24710, -0.34904, 1.50803)
H (0.79375, -2.06799, -0.21811)
H (0.01518, 1.75723, 0.06722)
H (-0.72465, -1.70485, -1.07235)
H (-0.02995, 0.71615, -1.34513)

What should be chosen as the most stable of them? Choose version iii.

Version i
Below is a single CHN3O3 molecule, with properties calculated with ωB97M-V with the def2-TZVPD basis set.

Output
Net charge: 0
SMILES: O=NC(N=O)N=O

Geometry (Å):
O (0.38962, 1.14834, 1.74294)
O (1.39429, -1.30543, -1.42288)
O (-1.81851, 0.98790, -0.39441)
N (0.63563, -1.41792, -0.47978)
N (0.28349, 0.02467, 1.44416)
N (-1.43326, -0.10549, -0.17860)
C (0.17043, -0.15580, -0.03145)
H (0.37830, 0.82373, -0.67998)

Version ii
Below is 2 unconnected molecules or ions with the total composition CHN3O3, with properties calculated with ωB97M-V with the def2-TZVPD basis set.

Output
Net charge: 0

Geometry (Å):
O (-3.03532, 0.56269, -0.02614)
O (2.60116, 0.00297, -0.19156)
O (0.57602, 0.26426, 0.85611)
N (-2.00645, 0.07257, -0.31722)
N (1.37733, -0.12463, -0.24231)
N (0.73249, -0.45213, -1.23555)
C (-1.17427, -0.67179, -0.64174)
H (0.92905, 0.34606, 1.79841)

What should be chosen as the most stable of them? Choose version i.

Version i
Below is a single C8H14 molecule, with properties calculated with ωB97M-V with the def2-TZVPD basis set.

Output
Net charge: 0
SMILES: C=C(/C=C/C)CCC

Geometry (Å):
C (-0.93439, -3.21344, 0.22878)
C (-0.93808, 1.58231, -1.32868)
C (0.34850, 1.55932, 1.00370)
C (0.88130, 0.21116, 0.75735)
C (-0.48007, -1.80618, -0.05525)
C (-0.07148, -0.84636, 0.82637)
C (2.14426, -0.04258, 0.32004)
C (0.04496, 2.18434, -0.33915)
H (2.76502, 0.69363, -0.19933)
H (-1.99180, -3.46511, 0.03409)
H (-0.60489, 0.60114, -1.76836)
H (-0.71598, -3.39008, 1.33618)
H (2.44429, -0.92180, -0.26199)
H (-0.27420, -3.86685, -0.28787)
H (-0.53454, -0.95716, 1.82867)
H (-0.95476, 2.22658, -2.21255)
H (1.06501, 2.51961, -0.80825)
H (-0.36229, 3.24882, -0.06669)
H (-1.95408, 1.55222, -0.88048)
H (1.10318, 2.06749, 1.52527)
H (-0.42776, -1.47686, -1.14677)
H (-0.55221, 1.53979, 1.49493)

Version ii
Below is a single C8H14 molecule, with properties calculated with ωB97M-V with the def2-TZVPD basis set.

Output
Net charge: 0
SMILES: C=C(C)C(=C)CCC

Geometry (Å):
C (-0.49096, 1.46354, 2.34888)
C (1.86739, 0.12327, 0.24281)
C (1.10998, -1.19242, -2.42728)
C (0.40106, -1.06209, -1.30980)
C (0.68436, 0.06923, -0.35779)
C (-0.41515, 1.09986, -0.21682)
C (-1.23741, 0.99170, 1.08515)
C (-0.72960, -1.98855, -0.96663)
H (-1.21705, -2.39576, -1.84443)
H (2.61349, -0.63534, 0.07390)
H (-1.20156, 1.96301, 3.00039)
H (0.93779, -1.96186, -3.17400)
H (0.04098, 2.08889, -0.21980)
H (-1.07775, 1.00582, -1.06813)
H (-0.39715, -2.81466, -0.33431)
H (-0.10804, 0.62390, 2.92866)
H (2.13460, 0.91100, 0.93219)
H (-2.11174, 1.61880, 0.95373)
H (-1.49274, -1.50118, -0.35546)
H (1.91636, -0.50694, -2.65629)
H (-1.56175, -0.03356, 1.25118)
H (0.33491, 2.13333, 2.11383)

Version iii
Below is a single C8H14 molecule, with properties calculated with ωB97M-V with the def2-TZVPD basis set.

Output
Net charge: 0
SMILES: C=C(CC)C/C=C/C

Geometry (Å):
C (0.36533, -1.30106, -0.07768)
C (-0.54154, -0.41627, -0.91829)
C (-1.73961, 0.28387, -0.34524)
C (-0.27923, -0.20338, -2.25711)
C (2.20462, -0.08200, 1.15409)
C (-2.95262, 0.27864, -1.25970)
C (2.74099, 0.72226, 2.36516)
C (0.93164, -0.39871, 0.93081)
H (1.19179, -1.76410, -0.58403)
H (-0.81540, 0.42178, -3.00571)
H (3.51843, 1.51228, 2.24789)
H (3.05743, -0.31460, 0.63423)
H (-2.18645, 0.07726, 0.68576)
H (0.56483, -0.60909, -2.64930)
H (2.98924, 0.18373, 3.17486)
H (-3.20490, -0.79538, -1.58657)
H (-1.34680, 1.27069, -0.25851)
H (-2.79798, 0.86096, -2.21156)
H (0.27812, 0.13187, 1.53329)
H (-0.11651, -2.12573, 0.48597)
H (-3.79165, 0.83972, -0.84182)
H (1.93025, 1.42722, 2.78348)

Version iv
Below is a single C8H14 molecule, with properties calculated with ωB97M-V with the def2-TZVPD basis set.

Output
Net charge: 0
SMILES: C=C/C(=C/C)CCC

Geometry (Å):
C (0.64047, -0.55682, 0.36000)
C (1.91552, 0.09766, 0.07454)
C (0.55409, -1.89237, 0.30314)
C (2.60496, -0.18910, -1.05558)
C (-0.52776, 0.28298, 0.86451)
C (-1.70550, 2.22886, -0.25684)
C (-0.75047, -2.64686, 0.00521)
C (-0.43896, 1.80399, 0.48071)
H (-0.26553, 2.31798, 1.41762)
H (-1.34659, -1.98365, -0.62730)
H (-1.44164, -0.12224, 0.44436)
H (-1.47075, 3.19077, -0.73472)
H (-1.34845, -2.93735, 0.86498)
H (1.39414, -2.53311, 0.10875)
H (0.31588, 1.80449, -0.29756)
H (1.94183, -0.38712, -1.89326)
H (-0.64032, 0.10049, 1.93005)
H (-0.46898, -3.41834, -0.70990)
H (-2.01256, 1.58265, -1.08000)
H (3.67703, -0.22368, -1.18112)
H (-2.60563, 2.46472, 0.31506)
H (1.97921, 1.01604, 0.66733)

What should be chosen as the most stable of them? Choose version ii.

Version i
Below is a single C5H10N2O molecule, with properties calculated with ωB97M-V with the def2-TZVPD basis set.

Output
Net charge: 0
SMILES: [H]/N=C(\CO)NC(=C)C

Geometry (Å):
O (2.62787, -1.27917, -0.02648)
N (0.00281, -0.46312, -0.08737)
N (0.51021, 1.81724, -0.14277)
C (-2.10420, -1.57432, -0.10569)
C (2.32866, 0.15154, -0.05502)
C (-2.10500, 0.89313, 0.16545)
C (-1.37714, -0.38003, -0.16253)
C (0.89771, 0.53362, -0.05247)
H (2.90177, 0.70347, -0.82456)
H (0.25545, -1.49726, 0.23535)
H (2.75518, 0.65955, 0.76933)
H (-1.49783, -2.53676, -0.52706)
H (3.61890, -1.42754, 0.54525)
H (-3.16849, -1.59923, 0.18710)
H (-2.30254, 1.43963, -0.89351)
H (1.29893, 2.51464, -0.24217)
H (-1.48196, 1.54550, 0.75704)
H (-3.16030, 0.49912, 0.46013)

Version ii
Below is 2 unconnected molecules or ions with the total composition C5H10N2O, with properties calculated with ωB97M-V with the def2-TZVPD basis set.

Output
Net charge: 0
SMILES: CNC(N)=O.C#CC

Geometry (Å):
O (1.64370, 1.28470, -1.04784)
N (1.31740, -1.12730, -1.20241)
N (0.02280, 0.14700, -2.33761)
C (-2.22493, -0.50186, 1.77249)
C (1.06061, 0.34186, -1.52795)
C (-1.06977, 1.85364, 1.38033)
C (1.12848, -1.48565, 0.20826)
C (-1.65119, 0.53634, 1.58522)
H (-0.71059, 2.25371, 2.33185)
H (0.08623, -1.29716, 0.46124)
H (2.26187, -1.36029, -1.50069)
H (1.35669, -2.54094, 0.35495)
H (-0.25558, 1.82298, 0.65404)
H (1.75177, -0.87845, 0.86949)
H (-2.69437, -1.43817, 1.92961)
H (-1.83659, 2.52865, 0.99271)
H (0.16090, -1.06190, -2.05460)
H (-0.34744, 0.92282, -2.86909)

What should be chosen as the most stable of them? Choose version ii.

Version i
Below is 2 unconnected molecules or ions with the total composition C5H10N2O, with properties calculated with ωB97M-V with the def2-TZVPD basis set.

Output
Net charge: 0

Geometry (Å):
O (-0.05880, -1.28615, 0.01029)
N (1.43103, 2.05861, -0.17603)
N (2.62043, -1.21388, -0.10526)
C (-0.85380, -0.39704, 0.26212)
C (-2.27397, -0.30958, -0.19235)
C (-2.85551, 1.13711, 0.05499)
C (2.18856, 1.18531, 0.00763)
C (3.12319, 0.17649, 0.07506)
H (-2.21477, -0.36080, -1.31083)
H (-2.98917, -0.91390, 0.37696)
H (4.20043, 0.16924, 0.34882)
H (-2.36921, 1.82526, -0.46350)
H (1.58207, -1.31542, -0.34539)
H (2.89224, -1.78455, -0.97799)
H (-2.88425, 1.34877, 1.06276)
H (2.90401, -1.78493, 0.66622)
H (-3.83638, 1.06625, -0.17318)
H (-0.60608, 0.39921, 0.87970)

Version ii
Below is 2 unconnected molecules or ions with the total composition C5H10N2O, with properties calculated with ωB97M-V with the def2-TZVPD basis set.

Output
Net charge: 0
SMILES: C=CC(N)=O.C=CN

Geometry (Å):
O (1.11098, -1.23774, -0.23102)
N (1.46559, 0.99145, -0.80509)
N (-0.97468, -0.77116, -1.93504)
C (0.96695, -0.49894, 2.39637)
C (0.70246, 0.41177, 1.43894)
C (0.90364, -0.01836, -0.02584)
C (-1.30777, 0.23275, -1.00947)
C (-1.76500, 0.04831, 0.29672)
H (-1.69712, 1.10385, -1.53093)
H (1.03874, -1.54278, 2.11789)
H (-1.67265, -0.89653, 0.80958)
H (1.88102, 0.59289, -1.64863)
H (1.39234, -0.27384, 3.36340)
H (0.89409, 1.45527, 1.66481)
H (-2.51811, 0.70558, 0.70347)
H (-0.45682, -1.53772, -1.50820)
H (1.16650, 1.88164, -1.17383)
H (-1.13017, -0.64643, -2.92314)

Version iii
Below is a molecular structure, C5H10N2O, with properties calculated with ωB97M-V with the def2-TZVPD basis set.

Output
Net charge: 0

Geometry (Å):
O (-0.83782, -0.29523, -1.49116)
N (1.12100, 0.74523, -0.18040)
N (-1.53039, 0.15241, -0.41105)
C (0.66041, 2.20371, 0.28279)
C (1.58462, -1.59573, -0.32114)
C (-0.30083, -0.69159, 1.36476)
C (0.83915, -0.34597, 0.27603)
C (-1.48179, -0.38398, 0.87079)
H (1.45985, 2.68556, 0.84532)
H (1.67814, -2.00882, 0.72129)
H (-2.52817, 0.13541, -0.87902)
H (-0.26640, 0.62998, -1.76270)
H (0.83981, -2.44861, -0.73517)
H (2.61624, -1.45225, -0.99315)
H (0.61795, 3.11201, -0.72344)
H (-2.32420, -0.74062, 1.42534)
H (-0.05161, -0.89369, 2.36619)
H (-0.28264, 1.94075, 0.96540)

What should be chosen as the most stable of them? Choose version ii.